Entry 1:
{"formula": "C18H47B3O16S4", "method": "ωB97M-V with the def2-TZVPD basis set", "gap_ev": 11.294, "de_lowest_kj_mol": 27.0, "charge": 0, "lumo_energy_ev": 0.50, "total_energy_ev": -97564.993, "species": ["S", "S", "S", "S", "O", "O", "O", "O", "O", "O", "O", "O", "O", "O", "O", "O", "O", "O", "O", "O", "C", "C", "C", "C", "C", "C", "C", "C", "C", "C", "C", "C", "C", "C", "C", "C", "C", "C", "B", "B", "B", "H", "H", "H", "H", "H", "H", "H", "H", "H", "H", "H", "H", "H", "H", "H", "H", "H", "H", "H", "H", "H", "H", "H", "H", "H", "H", "H", "H", "H", "H", "H", "H", "H", "H", "H", "H", "H", "H", "H", "H", "H", "H", "H", "H", "H", "H", "H"], "xyz": [[6.1073, -3.3536, -2.6238], [3.7951, -0.4095, 1.1561], [-3.4692, -4.2592, -1.3883], [-1.0251, 6.7915, -4.3105], [6.3640, -4.8168, -2.0572], [-3.8381, -3.8956, -0.0545], [-1.4032, 2.7963, 1.9170], [-2.4123, -5.1979, -1.5934], [-2.1096, 0.9958, 3.2693], [-1.9569, 5.8275, -4.8078], [3.9858, 1.0840, 1.6565], [0.3739, 6.5065, -4.3571], [3.6565, -0.4030, -0.2690], [-3.1722, -2.9350, -2.2112], [-2.3903, 2.4336, -0.2084], [-1.4902, 0.6144, 0.9705], [6.8689, -2.4171, -1.8563], [6.2454, -3.3880, -4.0467], [-1.4367, 7.1787, -2.8264], [2.8114, -1.0604, 1.9637], [-4.5647, -0.4487, 3.5195], [-4.8884, -4.7705, -2.2895], [-1.3275, 8.3594, -5.0440], [3.0116, 2.0507, 1.1926], [-0.3755, 5.5052, -1.3674], [-0.8117, -2.3715, -1.7734], [-5.7863, -0.1550, 4.3871], [1.6930, 1.9353, 1.9260], [5.3927, -1.0024, 1.5853], [-4.9246, -1.5336, 2.4853], [4.4104, -3.2353, -2.1877], [-2.0385, -0.3941, 3.6083], [-3.2772, -0.4579, 5.7792], [8.7990, -5.0171, -1.7424], [-1.6656, 6.0895, -1.9010], [7.5695, -5.4900, -2.4894], [-2.2659, -1.9805, -1.6097], [-3.3074, -0.8706, 4.3096], [-1.6496, 1.4122, 2.0863], [-1.5557, 1.3317, -0.1985], [-2.1628, 3.2586, 0.8784], [-3.2334, 0.6253, 5.8702], [-0.5725, -3.2615, -1.1936], [-1.1912, -0.5199, 4.2785], [-0.6030, 4.7916, -0.5772], [-2.2532, 6.5323, -1.0998], [-2.6282, 4.3520, 0.8582], [-1.0333, 8.2768, -6.0876], [0.1805, 4.9866, -2.1471], [-4.0317, -2.0359, 2.1194], [-2.3861, 8.5856, -4.9596], [-0.1726, -1.5569, -1.4313], [-5.1960, -5.7258, -1.8709], [-0.7211, 9.1032, -4.5353], [8.6354, -5.0700, -0.6663], [-2.5286, -1.8486, -0.5590], [-5.5714, 0.5265, 5.2026], [-5.6687, -4.0261, -2.1635], [3.4771, 3.0181, 1.3647], [-4.3706, 0.4540, 2.9465], [0.2681, 6.2859, -0.9630], [-2.2812, 5.3307, -2.3847], [-2.4722, -1.0454, -2.1275], [1.0367, 2.7568, 1.6514], [1.8555, 1.9623, 3.0038], [-4.1322, -0.8362, 6.3274], [-5.5947, -2.2693, 2.9203], [-4.6132, -4.8836, -3.3342], [5.5463, -0.8447, 2.6491], [9.6481, -5.6501, -2.0008], [-1.8493, -1.0028, 2.7265], [7.6785, -5.3653, -3.5671], [3.8568, -3.9911, -2.7373], [1.1964, 0.9946, 1.6871], [6.1326, -0.4731, 0.9921], [4.3141, -3.3800, -1.1157], [7.3752, -6.5420, -2.2928], [5.4082, -2.0641, 1.3505], [9.0465, -3.9874, -1.9946], [-0.8699, 1.0353, -1.1226], [-6.2289, -1.0725, 4.7688], [4.0732, -2.2374, -2.4586], [-2.3805, -0.8644, 6.2427], [-3.2683, -1.9604, 4.2686], [-6.5453, 0.3262, 3.7711], [-5.4048, -1.0884, 1.6171], [-0.5893, -2.5809, -2.8194], [2.8830, 1.9324, 0.1158]], "lowdin_charge": [0.563, 0.558, 0.561, 0.561, -0.267, -0.279, 0.261, -0.270, 0.163, -0.274, -0.256, -0.273, -0.281, -0.258, 0.228, 0.284, -0.280, -0.273, -0.263, -0.272, -0.373, -0.121, -0.122, -0.232, -0.056, -0.058, -0.078, -0.051, -0.113, -0.058, -0.119, -0.115, -0.065, -0.073, -0.241, -0.250, -0.249, -0.314, -0.762, -0.365, -0.388, 0.089, 0.076, 0.135, 0.051, 0.123, 0.122, 0.077, 0.080, 0.063, 0.075, 0.075, 0.077, 0.075, 0.083, 0.107, 0.068, 0.075, 0.124, 0.126, 0.091, 0.117, 0.120, 0.080, 0.101, 0.073, 0.079, 0.076, 0.076, 0.081, 0.128, 0.113, 0.077, 0.074, 0.080, 0.070, 0.121, 0.074, 0.072, 0.129, 0.081, 0.074, 0.078, 0.142, 0.080, 0.079, 0.087, 0.114]}



Entry 2:
{"formula": "C39H83NO19S2", "method": "ωB97M-V with the def2-TZVPD basis set", "gap_ev": 9.012, "de_lowest_kj_mol": 0.0, "charge": 0, "lumo_energy_ev": 0.52, "total_energy_ev": -103850.542, "species": ["S", "S", "O", "O", "O", "O", "O", "O", "O", "O", "O", "O", "O", "O", "O", "O", "O", "O", "O", "O", "O", "N", "C", "C", "C", "C", "C", "C", "C", "C", "C", "C", "C", "C", "C", "C", "C", "C", "C", "C", "C", "C", "C", "C", "C", "C", "C", "C", "C", "C", "C", "C", "C", "C", "C", "C", "C", "C", "C", "C", "C", "H", "H", "H", "H", "H", "H", "H", "H", "H", "H", "H", "H", "H", "H", "H", "H", "H", "H", "H", "H", "H", "H", "H", "H", "H", "H", "H", "H", "H", "H", "H", "H", "H", "H", "H", "H", "H", "H", "H", "H", "H", "H", "H", "H", "H", "H", "H", "H", "H", "H", "H", "H", "H", "H", "H", "H", "H", "H", "H", "H", "H", "H", "H", "H", "H", "H", "H", "H", "H", "H", "H", "H", "H", "H", "H", "H", "H", "H", "H", "H", "H", "H", "H"], "xyz": [[-0.6546, -5.8616, 1.4338], [4.6223, -5.4848, 0.5394], [1.9938, 5.8804, 0.4917], [1.9272, -6.1032, -2.5043], [-2.6521, 3.7686, 4.1720], [-3.9615, 2.1852, 3.1253], [-3.6067, -2.1014, 1.4357], [3.6995, -2.1482, -2.3351], [-0.2455, 0.4519, -4.6774], [-0.0840, -4.8789, 0.3823], [0.2426, -7.3635, -1.6322], [0.9890, -1.5117, 1.9036], [4.2481, -6.4969, 1.6285], [-4.1856, 3.7092, -4.8857], [1.5820, 4.5958, 3.4228], [-0.2063, 5.7870, 4.1065], [3.7211, 4.4498, 0.9536], [-3.8670, -1.2153, -0.6765], [3.4843, -0.3622, -0.8898], [-3.7538, 4.5047, -2.7864], [-0.8258, 1.9461, -6.3292], [-0.0858, -0.8362, -0.0026], [-1.3928, -4.7467, 2.7208], [-4.4155, 3.4224, -2.0642], [0.7889, -6.2395, 2.5030], [1.1233, -8.2079, -0.9536], [1.9185, 6.7944, 3.9523], [1.9449, 2.1361, 3.5819], [-3.7575, -2.1383, 0.0801], [-0.2164, 2.8146, -4.1741], [4.2499, -0.9184, 0.1325], [-0.5021, -1.1164, -1.3665], [4.5955, 5.3529, 1.6064], [-0.3407, -5.4915, -3.0757], [-2.8380, 4.3549, 6.5817], [0.3960, -9.4501, -0.4506], [-3.0067, 3.8082, 1.7599], [-3.4677, 2.2424, -1.7446], [-5.2436, -1.1618, 2.9210], [-3.7425, 4.5615, -4.1463], [-0.9254, 0.9846, -7.3222], [1.8830, 3.5772, -0.2437], [-0.5239, 1.6056, -5.0658], [-3.6244, -3.6102, -0.3340], [0.6440, -1.7467, 0.7642], [2.5411, 4.8074, 0.4451], [3.3418, -1.0111, -2.0639], [0.7381, -6.3094, -2.3339], [4.7419, -6.6171, -0.9458], [-3.9488, -0.8931, 2.1663], [-1.8056, 1.5246, -8.4950], [4.3185, 0.1600, 1.2512], [0.9946, 5.6942, 3.8090], [0.9686, 3.2663, 3.5721], [-0.4855, 0.4626, 0.4715], [-3.2251, 3.1651, 3.1015], [-2.6784, 3.2500, 5.4745], [5.2438, 4.8433, 2.9434], [2.7099, -0.1575, -3.1083], [3.0829, -4.6561, 0.0159], [-3.0796, 5.7361, -4.7876], [1.2191, -5.2422, 2.5952], [-1.7165, -5.4261, 3.5093], [2.4379, 2.1372, 2.6098], [-0.0037, 0.5886, -7.7485], [5.3883, -7.4087, -0.5668], [-2.7275, 1.9646, -8.1148], [-2.0823, 5.1390, 6.6300], [0.0791, -4.5092, -3.2922], [0.8090, 3.6993, -0.1036], [6.1360, 4.2336, 2.8010], [0.0706, -0.4713, -2.0328], [0.4805, -6.6194, 3.4770], [-3.9522, 0.0402, 1.6033], [1.3790, 1.2202, 3.7520], [1.9049, -8.5966, -1.6064], [0.0271, 0.7880, 1.3768], [4.0089, 6.2582, 1.7630], [0.2660, 3.1225, 2.7513], [-2.5139, 2.6345, -1.3916], [-2.3015, 4.6303, 1.8821], [-0.6696, -3.9819, 3.0039], [4.6845, -0.2565, 2.1896], [2.0964, 2.5987, 0.1866], [-5.3527, 3.0588, -2.4855], [-0.0498, 3.7284, -4.7446], [-0.2265, -9.0748, 0.3617], [5.5930, 5.7564, 3.4255], [-2.6118, 3.0538, 1.0794], [1.1640, -10.1561, -0.1345], [3.3548, 0.6411, -3.4748], [-1.2433, 2.1309, -9.2051], [2.2578, -5.3675, 0.0527], [-2.6189, 3.9759, 7.5799], [1.7517, 0.2732, -2.8176], [2.9360, 6.4311, 4.0964], [-5.2095, -2.1196, 3.4403], [0.3040, 3.2801, 4.4359], [-0.2626, -9.8683, -1.2118], [2.7890, -3.8343, 0.6689], [-3.9696, 4.2253, 1.4649], [-3.3121, 6.6155, -4.1871], [-3.4898, -3.6077, -1.4156], [-1.0193, 2.9895, -3.4579], [1.5386, -6.9398, 2.1349], [-0.3145, -2.1463, -1.6702], [5.4503, 5.5780, 0.9688], [1.7246, 7.3357, 3.0263], [-1.5637, 0.2303, -6.8622], [0.9607, -2.6703, 0.2554], [-1.7493, 2.6926, 5.5939], [-0.2826, 1.2025, -0.3028], [-1.2644, -5.3395, -2.5173], [-3.5232, 2.5652, 5.5478], [3.0942, -4.3794, -1.0383], [-3.8195, 4.8289, 6.5699], [1.5979, -7.6784, -0.1275], [-0.6237, -5.9460, -4.0252], [-2.7289, -4.1349, -0.0011], [5.1034, -6.0322, -1.7916], [2.0602, 3.6378, -1.3175], [1.6767, 7.3489, 4.8590], [-1.5752, -0.9468, -1.4549], [0.7152, 2.6482, -3.6333], [-1.5629, 0.5614, 0.6042], [-3.9598, 1.5586, -1.0530], [-2.1480, 0.6457, -9.0412], [2.6678, 2.2611, 4.3881], [-2.0026, 5.6478, -4.9305], [5.2991, -1.0223, -0.1440], [4.9432, 1.0430, 1.1159], [4.6175, 4.3270, 3.6708], [-3.1699, 1.6585, -2.6154], [3.7505, -7.0090, -1.1729], [-3.2179, -0.9613, 2.9720], [3.7379, -1.8569, 0.3453], [-2.2923, -4.2606, 2.3431], [-4.5226, -4.1651, -0.0628], [-5.3508, -0.3417, 3.6309], [2.5314, -0.8161, -3.9583], [3.3077, 0.4212, 1.5643], [-3.5474, 5.8367, -5.7670], [-6.0516, -0.9561, 2.2189], [-4.6974, 3.8911, -1.1214]], "lowdin_charge": [0.871, 0.861, 0.099, 0.077, -0.021, 0.065, -0.049, 0.091, 0.052, -0.582, -0.022, -0.004, -0.604, 0.086, 0.002, 0.071, -0.015, 0.092, -0.025, -0.019, -0.012, -0.158, -0.229, -0.181, -0.244, -0.268, 0.021, -0.054, -0.508, 0.037, -0.206, -0.034, -0.190, 0.030, -0.048, -0.050, 0.030, -0.065, -0.064, -0.533, -0.231, 0.032, -0.453, 0.028, -0.311, -0.522, -0.511, -0.478, -0.223, -0.217, -0.055, -0.048, -0.579, -0.185, -0.047, -0.488, -0.206, -0.054, 0.013, -0.281, 0.015, 0.052, 0.049, 0.053, 0.130, 0.044, 0.077, 0.065, 0.079, 0.072, 0.067, 0.057, 0.055, 0.103, 0.090, 0.122, 0.077, 0.104, 0.113, 0.057, 0.085, 0.060, 0.077, 0.064, 0.122, 0.080, 0.065, 0.070, 0.070, 0.084, 0.094, 0.070, 0.012, 0.068, 0.050, 0.082, 0.084, 0.110, 0.082, 0.028, 0.094, 0.086, 0.081, 0.068, 0.038, 0.093, 0.121, 0.107, 0.120, 0.105, 0.113, 0.075, 0.069, 0.113, 0.043, 0.073, 0.103, 0.084, 0.049, 0.053, 0.080, 0.101, 0.075, 0.071, 0.076, 0.070, 0.070, 0.086, 0.083, 0.127, 0.077, 0.061, 0.073, 0.013, 0.120, 0.103, 0.027, 0.091, 0.070, 0.094, 0.042, 0.091, 0.080, 0.105]}



Entry 3:
{"formula": "C18H19N3O3", "method": "ωB97M-V with the def2-TZVPD basis set", "gap_ev": 8.619, "de_lowest_kj_mol": 49.0, "charge": 0, "lumo_energy_ev": 0.46, "total_energy_ev": -29588.137, "smiles": "CCOC(=O)C1CCN(c2ncnc3c2oc2ccccc23)CC1", "species": ["O", "O", "O", "N", "N", "N", "C", "C", "C", "C", "C", "C", "C", "C", "C", "C", "C", "C", "C", "C", "C", "C", "C", "C", "H", "H", "H", "H", "H", "H", "H", "H", "H", "H", "H", "H", "H", "H", "H", "H", "H", "H", "H"], "xyz": [[0.6163, 0.7426, -2.1669], [0.3682, -3.7698, 3.3511], [-1.2982, -2.6792, 2.3456], [0.6229, 4.0371, -0.8144], [-0.1632, 2.5974, 0.8969], [-0.4808, 0.3262, 0.6886], [-2.1916, -3.7374, 2.7035], [-0.0296, -2.8142, 2.7356], [-3.5831, -3.3708, 2.2238], [1.8896, 1.8212, -5.4215], [1.0339, -1.5795, 0.8000], [1.1836, 2.8211, -2.9526], [1.0840, 1.4459, -3.2348], [1.4348, 0.9278, -4.4699], [0.4054, 1.6618, -1.1707], [0.3834, -0.3066, 2.8820], [0.8652, -1.6559, 2.3261], [-0.0672, 1.4900, 0.1453], [1.9921, 3.1861, -5.1541], [0.1721, 3.7709, 0.3907], [-0.1931, -0.9675, 0.1189], [1.6428, 3.7025, -3.9236], [-0.8007, 0.2598, 2.0969], [0.7361, 2.9568, -1.5941], [-1.0296, 1.2691, 2.4384], [0.1128, -0.4118, 3.9334], [1.7170, 4.7553, -3.7037], [0.0637, 4.6128, 1.0624], [-4.2782, -4.1628, 2.4861], [-1.8396, -4.6662, 2.2413], [-1.6768, -0.3818, 2.2152], [1.2105, 0.4034, 2.8150], [-3.9107, -2.4448, 2.6891], [2.3524, 3.8463, -5.9287], [2.1721, 1.4523, -6.3961], [-2.1633, -3.8689, 3.7906], [1.2257, -2.5743, 0.3948], [1.8388, -1.8901, 2.7707], [-1.0657, -1.6058, 0.2839], [-0.0199, -0.8784, -0.9518], [-3.5883, -3.2394, 1.1448], [1.9026, -0.9531, 0.5841], [1.3536, -0.1282, -4.6724]], "lowdin_charge": [0.079, 0.122, -0.030, 0.129, 0.133, -0.048, -0.211, -0.472, -0.061, -0.080, -0.097, -0.085, -0.190, 0.005, -0.089, -0.102, -0.212, -0.205, -0.087, -0.220, -0.127, -0.005, -0.142, -0.164, 0.112, 0.125, 0.117, 0.106, 0.078, 0.130, 0.119, 0.124, 0.077, 0.101, 0.103, 0.130, 0.127, 0.149, 0.123, 0.116, 0.077, 0.126, 0.116]}



Entry 4:
{"formula": "C10H14F3N5O2", "method": "ωB97M-V with the def2-TZVPD basis set", "gap_ev": 8.667, "charge": 0, "lumo_energy_ev": 0.32, "total_energy_ev": -30282.017, "species": ["F", "F", "F", "O", "O", "N", "N", "N", "N", "N", "C", "C", "C", "C", "C", "C", "C", "C", "C", "C", "H", "H", "H", "H", "H", "H", "H", "H", "H", "H", "H", "H", "H", "H"], "xyz": [[4.4865, -2.1646, -1.5495], [4.1074, -1.2552, -3.6366], [3.1183, -3.3614, -2.7862], [1.9022, -2.0507, -0.6706], [-1.2100, 3.9352, -0.0083], [-1.3041, -0.3749, 1.0900], [-1.3250, -2.1039, 2.5738], [0.4453, -0.3074, -0.5228], [0.5306, -2.2161, 0.9821], [-1.1648, 1.3623, -0.4325], [-0.1835, 3.2711, -0.8386], [-0.8405, -1.5511, 1.5720], [-0.7147, -3.3944, 3.1167], [-0.7766, 0.2689, -0.1503], [-1.7918, 3.2254, 0.8306], [3.3515, -2.2495, -2.5091], [0.8025, -1.4966, -0.2399], [-2.1023, 2.0856, 0.3323], [-0.6671, 2.0891, -1.3286], [2.5303, -1.2746, -1.7534], [0.0629, -3.7955, 2.3237], [-0.4447, -3.3480, 4.1337], [-2.0877, -1.8531, 2.9945], [1.6518, -1.0693, -2.6179], [0.1550, 4.2293, -1.7454], [2.8781, -0.2511, -1.5528], [-2.5757, 3.9544, 1.3302], [-1.4755, -4.1510, 2.8744], [-2.7235, 1.2666, 1.0620], [-1.2674, 2.3712, -2.1442], [0.0985, 1.5317, -1.9590], [-0.8965, 3.1313, 1.6596], [-3.2764, 2.1696, -0.2868], [0.7070, 3.3767, -0.1430]], "lowdin_charge": [-0.011, -0.127, 0.386, 0.011, -0.106, 0.135, 0.051, 0.174, 0.140, -0.049, -0.121, -0.357, -0.021, -0.247, -0.462, -0.432, -0.498, -0.214, -0.294, -0.081, 0.105, 0.056, 0.070, 0.184, 0.227, 0.144, 0.195, 0.074, 0.191, 0.143, 0.179, 0.185, 0.224, 0.146]}